Record 1
24
Properties=species:S:1:pos:R:3 method="wB97M-V/def2-TZVPD" total_charge=+1
C -1.16 -1.09 -0.70
C -0.10 -1.26 -1.82
C 0.13 -2.75 -2.07
N -1.39 0.37 -0.37
H -2.11 -1.47 -0.96
H -0.81 -1.56 0.22
H 0.86 -0.75 -1.51
H -0.47 -0.78 -2.74
H 0.46 -3.22 -1.16
H -0.79 -3.26 -2.40
H 0.94 -2.90 -2.85
H -0.55 0.76 0.08
H -1.54 0.95 -1.27
H -2.18 0.48 0.25
C 1.00 2.61 1.01
N 0.43 2.01 2.18
C 0.97 0.68 2.38
H 2.10 2.59 1.10
H 0.78 2.00 0.09
H 0.69 3.61 0.83
H -0.55 2.09 2.37
H 0.50 -0.07 1.68
H 0.71 0.33 3.39
H 2.06 0.63 2.26

---

Record 2
25
Properties=species:S:1:pos:R:3 method="wB97M-V/def2-TZVPD" total_charge=+1
C -0.34 0.54 -1.62
N -1.03 1.27 -0.54
C -2.09 2.17 -0.98
C 0.67 -0.38 -0.99
N 0.28 -0.90 0.42
C 1.52 -1.52 1.09
C 1.06 -1.53 -1.90
H 0.26 1.25 -2.26
H -1.08 -0.03 -2.20
H -0.39 1.85 -0.02
H -1.72 3.24 -1.24
H -2.70 1.78 -1.78
H -2.79 2.31 -0.12
H 1.57 0.26 -0.67
H -0.40 -1.66 0.34
H -0.09 -0.16 1.04
H 2.03 -0.75 1.65
H 1.41 -2.36 1.81
H 2.27 -1.89 0.38
H 1.44 -1.33 -2.87
H 1.80 -2.22 -1.45
H 0.30 -2.35 -2.09
H -0.82 0.30 4.23
H 0.61 0.66 4.12
O -0.12 0.36 3.56

---

Record 3
25
Properties=species:S:1:pos:R:3 method="wB97M-V/def2-TZVPD" total_charge=+1
C -0.32 0.45 2.41
O -0.19 1.20 3.59
C -1.30 1.20 1.54
N -1.60 0.45 0.29
H -0.70 -0.57 2.61
H 0.65 0.34 1.90
H 0.44 0.75 4.16
H -2.21 1.37 2.12
H -0.87 2.16 1.26
H -2.12 -0.39 0.55
H -0.34 0.00 -0.58
H -2.25 1.01 -0.26
C 1.74 0.34 -1.00
N 0.49 -0.43 -1.22
C 0.02 -0.29 -2.62
C 0.65 -1.85 -0.84
H 1.53 1.40 -1.16
H 2.50 0.01 -1.70
H 2.08 0.19 0.02
H -0.90 -0.86 -2.73
H -0.14 0.76 -2.84
H 0.78 -0.69 -3.29
H -0.28 -2.37 -1.01
H 0.91 -1.89 0.22
H 1.44 -2.30 -1.44

---

Record 4
25
Properties=species:S:1:pos:R:3 method="wB97M-V/def2-TZVPD" total_charge=+1
C -2.02 0.77 0.11
N -1.52 1.69 -0.96
C -0.21 2.17 -0.63
C -1.52 0.92 -2.19
H -1.94 1.28 1.09
H -1.37 -0.14 0.05
H -3.09 0.64 -0.05
H 0.03 2.82 -1.45
H -0.17 2.64 0.39
H 0.59 1.37 -0.63
H -0.97 1.39 -2.99
H -2.61 0.72 -2.42
H -1.12 -0.13 -2.07
C 2.16 -1.84 0.55
O 1.99 -3.19 0.27
C 0.89 -1.56 1.34
N 0.59 -0.08 1.52
H 2.14 -1.27 -0.39
H 3.04 -1.54 1.16
H 2.58 -3.45 -0.45
H 0.04 -1.98 0.72
H 0.94 -2.00 2.37
H 0.29 0.32 0.57
H 1.45 0.41 1.87
H -0.18 0.04 2.21

---

Record 5
25
Properties=species:S:1:pos:R:3 method="wB97M-V/def2-TZVPD" total_charge=+1
C -2.60 -1.92 -0.10
C -2.34 -0.60 -0.91
C -2.09 0.66 -0.09
C -0.69 1.05 0.48
C 1.46 1.66 0.04
N 0.29 1.20 -0.52
N 4.17 -0.15 1.33
H -2.47 -2.88 -0.64
H -1.89 -2.04 0.69
H -3.49 -2.12 0.51
H -3.14 -0.18 -1.55
H -2.41 1.51 -0.70
H -2.81 0.52 0.81
H -0.39 0.26 1.28
H -0.87 2.03 1.00
H 2.40 1.68 -0.69
H 1.83 1.07 0.87
H 1.36 2.63 0.41
H 0.48 0.11 -0.93
H -1.48 -0.90 -1.60
H 3.97 -0.61 0.41
H 4.13 -0.84 2.08
H 0.81 -1.26 -2.25
H 5.05 0.25 1.38
O 0.71 -1.11 -1.32

---

Record 6
26
Properties=species:S:1:pos:R:3 method="wB97M-V/def2-TZVPD" total_charge=+1
C -1.32 0.65 0.85
C -0.48 0.49 2.09
C 0.88 -0.10 1.79
C 1.03 -1.24 1.07
N 2.23 -1.84 0.81
C 2.41 -2.93 -0.12
N -0.76 1.79 -0.06
H -1.50 -0.18 0.19
H -2.25 1.16 1.15
H -0.30 1.45 2.58
H -1.06 -0.17 2.75
H 1.73 0.21 2.39
H 0.35 -1.61 0.29
H 3.08 -1.48 1.22
H 1.48 -3.34 -0.52
H 3.02 -2.50 -0.93
H 2.75 -3.84 0.37
H -0.02 1.37 -0.63
H -0.35 2.51 0.53
H -1.42 2.19 -0.73
H 0.97 1.61 -3.17
H -0.35 0.86 -3.17
O 0.20 1.41 -2.64
H -3.62 1.04 -2.78
H -3.68 1.35 -1.32
O -3.03 1.14 -2.01

---

Record 7
26
Properties=species:S:1:pos:R:3 method="wB97M-V/def2-TZVPD" total_charge=+2
C 1.99 -1.48 3.25
C -1.71 3.33 -2.38
C 0.39 -2.61 -1.31
C 0.49 -0.12 1.92
C -1.22 1.03 -1.48
N 0.61 -1.34 2.70
N -0.85 2.12 -2.39
O 0.36 -1.90 -0.06
P 0.79 -0.41 -0.05
H 1.94 -1.99 4.20
H 2.52 -2.05 2.46
H 2.37 -0.42 3.39
H -1.93 3.64 -1.34
H -1.20 4.14 -2.73
H -2.65 3.15 -3.00
H -0.68 -2.74 -1.66
H 0.87 -3.65 -1.16
H 1.10 -2.07 -2.07
H 1.01 0.69 2.36
H -0.57 0.32 1.99
H -1.78 1.55 -0.65
H -1.68 0.17 -1.97
H -0.01 -1.58 3.46
H 0.46 -2.07 2.03
H -0.71 1.68 -3.34
H 0.11 2.62 -2.17

---

Record 8
26
Properties=species:S:1:pos:R:3 method="wB97M-V/def2-TZVPD" total_charge=+1 spin_multiplicity=3
C -3.06 -1.00 -2.42
W -0.27 -0.60 -1.58
N 1.11 0.61 -2.69
H 0.16 -2.08 -0.78
H -3.66 -0.15 -2.01
H -3.64 -1.89 -2.16
H -1.94 -1.25 -2.13
H -3.11 -0.96 -3.52
H 2.09 0.29 -2.62
H 1.13 1.59 -2.39
H 0.94 0.65 -3.70
C -0.13 0.25 2.97
N 0.26 0.51 1.58
C -0.79 0.34 0.52
C 1.53 0.47 1.13
C 2.67 0.34 2.10
O 1.73 0.55 -0.11
H -1.18 0.50 3.10
H 0.47 0.87 3.65
H 0.02 -0.80 3.26
H -0.64 0.99 -0.42
H -0.85 -0.75 0.24
H -1.74 0.60 1.00
H 2.91 -0.72 2.28
H 3.55 0.82 1.65
H 2.44 0.82 3.06

---

Record 9
Molecular formula: C5H17N3
Method: DFT, ωB97M-V with the def2-TZVPD basis set

Structure (XYZ):
```
25
C5H17N3 (ωB97M-V with the def2-TZVPD basis set)
C 1.48 3.28 1.29
N 1.39 1.87 1.29
C 0.01 1.47 1.51
C 1.91 1.36 0.03
H 1.13 3.76 2.21
H 0.87 3.72 0.42
H 2.54 3.58 1.15
H -0.05 0.37 1.52
H -0.34 1.85 2.49
H -0.71 1.86 0.78
H 1.93 0.26 0.05
H 2.94 1.74 -0.16
H 1.26 1.69 -0.81
N -0.28 -3.55 -1.63
C -0.51 -2.11 -1.38
C -1.75 -1.93 -0.47
N -2.05 -0.50 -0.31
H 0.55 -3.69 -2.18
H -1.06 -3.88 -2.26
H -0.69 -1.52 -2.29
H 0.41 -1.73 -0.89
H -2.57 -2.52 -0.95
H -1.48 -2.42 0.46
H -2.20 -0.09 -1.27
H -2.78 -0.15 0.32
```

---

Record 10
Molecular formula: C5H17N3
Method: DFT, ωB97M-V with the def2-TZVPD basis set

Structure (XYZ):
```
25
C5H17N3 (ωB97M-V with the def2-TZVPD basis set)
C 0.11 -0.56 -1.39
C 1.47 -0.92 -2.02
C -0.91 -0.19 -2.49
N -0.46 -1.64 -0.60
N 0.31 0.56 -0.47
H -0.67 -2.44 -1.19
H 0.19 -1.95 0.11
H 0.71 1.37 -0.94
H -0.54 0.82 0.08
H 1.88 -0.09 -2.60
H -1.08 -1.04 -3.15
H 2.19 -1.18 -1.24
H 1.36 -1.77 -2.69
H -1.85 0.08 -2.03
H -0.54 0.64 -3.08
C 0.99 0.26 1.65
C -1.11 1.53 2.96
N -1.03 0.74 1.76
H -1.44 -0.18 1.93
H -2.11 1.51 3.42
H 0.78 -0.35 2.52
H 1.77 -0.27 1.13
H 1.25 1.29 1.86
H -0.40 1.20 3.75
H -0.87 2.57 2.74
```

---

Record 11
Molecular formula: C5H17N3O
Method: DFT, ωB97M-V with the def2-TZVPD basis set

Structure (XYZ):
```
26
C5H17N3O (ωB97M-V with the def2-TZVPD basis set)
C 1.42 0.25 -0.54
C 0.05 -0.37 1.44
C 2.81 0.16 0.08
C 1.07 -1.04 -1.27
N 0.37 0.65 0.44
N 0.82 1.86 1.10
H 1.41 1.07 -1.27
H 0.66 2.59 0.40
H 0.17 2.06 1.86
H 0.94 -0.69 1.99
H -0.65 0.05 2.16
H -0.45 -1.19 0.93
H 3.06 1.06 0.63
H 2.88 -0.70 0.76
H 3.55 0.02 -0.71
H 0.04 -1.05 -1.60
H 1.21 -1.91 -0.62
H 1.74 -1.15 -2.12
C -3.37 -0.90 -0.44
N -1.00 1.18 -0.48
O -2.05 -0.96 -0.82
H -1.73 1.34 0.22
H -1.64 0.31 -1.08
H -3.52 -0.85 0.65
H -3.91 -1.78 -0.83
H -3.88 -0.01 -0.87
```

---

Record 12
26
Properties=species:S:1:pos:R:3 method="wB97M-V/def2-TZVPD" total_charge=+2
C 1.91 -0.55 1.44
C 0.43 -0.41 1.46
C -0.41 0.90 1.14
C -1.56 0.73 0.13
N -0.68 1.52 -3.32
C -0.70 1.75 -2.04
N -1.10 0.70 -1.31
N 0.06 -1.01 2.89
H 2.40 -1.36 1.86
H 2.28 -0.47 0.39
H 2.49 0.13 1.96
H 0.09 -1.22 0.68
H -0.61 1.36 2.07
H 0.36 1.63 0.68
H -2.35 1.50 0.32
H -2.10 -0.27 0.30
H -0.90 0.66 -3.75
H -0.52 2.25 -3.96
H -0.51 2.71 -1.45
H -1.29 -0.22 -1.70
H 0.87 -0.89 3.55
H -0.21 -1.96 2.95
H -0.78 -0.45 3.12
H 1.07 -3.02 -2.45
H 1.05 -1.80 -2.81
O 0.71 -2.21 -2.14

---

Record 13
29
Properties=species:S:1:pos:R:3 method="wB97M-V/def2-TZVPD" total_charge=+2
C 1.15 1.00 -0.39
C 0.86 2.31 -0.84
C 1.72 -2.18 -2.23
C 1.84 -1.13 -1.16
C 0.58 5.30 -1.32
N 2.20 -1.49 0.16
N 0.59 5.98 -0.24
N 0.74 5.13 -2.44
N 3.28 -0.18 2.51
N -7.77 -5.41 1.90
O 1.26 -0.02 -1.32
O 0.75 3.33 -0.17
H 1.45 0.71 0.62
H 0.79 2.30 -1.94
H 1.54 -1.66 -3.11
H 2.55 -2.90 -2.21
H 0.85 -2.71 -2.08
H 2.60 -2.42 0.03
H 2.54 -0.96 1.02
H 0.70 5.43 0.63
H 0.57 6.98 -0.32
H -8.32 -5.26 2.75
H 0.45 4.43 -3.12
H 2.37 -0.35 2.86
H 4.01 -0.49 3.32
H 3.51 0.76 2.30
H -6.83 -5.08 1.91
H -7.73 -6.48 1.67
H -8.25 -4.94 1.22

---

Record 14
25
Properties=species:S:1:pos:R:3 method="wB97M-V/def2-TZVPD" total_charge=-1 spin_multiplicity=2
C 0.21 -2.15 -1.22
C 0.14 -1.02 -0.23
C 1.38 -0.01 -0.45
C 1.16 1.28 0.41
C 0.03 2.25 -0.02
N 0.23 -1.59 1.14
H 0.24 -1.94 -2.29
H -0.54 -2.93 -1.07
H 1.13 -2.77 -1.10
H -0.78 -0.40 -0.48
H 1.45 0.06 -1.53
H 2.24 -0.55 -0.03
H 2.09 1.92 0.29
H 1.05 1.17 1.51
H -0.35 2.97 0.68
H -0.83 1.63 -0.29
H 0.36 2.72 -0.92
H -0.04 -2.50 1.22
H 0.94 -1.21 1.79
H -2.51 0.17 2.92
H -1.11 0.51 2.92
O -1.88 0.57 3.38
H -1.57 1.42 -2.03
H -1.73 -0.10 -2.13
O -1.30 0.48 -2.49

---

Record 15
Molecular formula: C5H17NO2
Method: DFT, ωB97M-V with the def2-TZVPD basis set

Structure (XYZ):
```
25
C5H17NO2 (ωB97M-V with the def2-TZVPD basis set)
C -1.62 -1.09 -1.08
C -1.55 -0.03 -2.20
C -0.97 -0.56 0.18
N 0.37 -0.08 -0.12
C 1.04 0.58 1.01
C 0.67 2.05 1.13
H -0.96 -1.92 -1.43
H -2.67 -1.34 -0.94
H -0.54 0.03 -2.61
H -2.36 -0.10 -2.92
H -1.75 0.98 -1.73
H -1.51 0.44 0.44
H -0.98 -1.31 0.97
H 0.86 -1.04 -0.31
H 2.11 0.42 0.86
H 0.89 0.02 1.94
H -0.40 2.22 1.05
H 1.11 2.63 0.32
H 1.02 2.42 2.10
H 3.89 -2.86 0.55
H 3.08 -1.80 0.94
O 4.04 -2.03 1.05
H -3.17 2.33 0.16
H 1.66 -2.01 0.33
O -2.26 2.04 0.30
```

---

Record 16
Molecular formula: C5H17NO5
Method: DFT, ωB97M-V with the def2-TZVPD basis set

Structure (XYZ):
```
28
C5H17NO5 (ωB97M-V with the def2-TZVPD basis set)
C 1.16 -1.13 -2.20
N -0.09 -0.34 -2.35
C -0.88 -0.14 -1.21
O -2.08 -0.15 -1.28
C -0.07 0.19 0.05
C -0.81 0.83 1.22
C -1.47 2.18 0.92
O -1.70 -0.09 1.77
H 1.40 -1.48 -3.22
H 0.97 -1.93 -1.47
H 1.99 -0.52 -1.87
H -0.54 -0.23 -3.24
H 0.79 0.81 -0.18
H 0.33 -0.77 0.38
H 0.05 0.93 1.92
H -2.19 2.25 1.71
H -0.94 3.14 0.81
H -2.09 2.04 0.02
H -2.31 -0.54 1.18
O 1.44 2.55 -2.25
H 0.73 1.90 -2.22
H 0.91 3.34 -2.35
O 0.50 -2.54 2.60
H -0.39 -2.33 2.36
H 1.24 -1.99 2.33
O 2.71 -1.12 2.18
H 3.29 -0.85 1.45
H 3.08 -1.96 2.45
```

---

Record 17
Molecular formula: C5H17NO5
Method: DFT, ωB97M-V with the def2-TZVPD basis set

Structure (XYZ):
```
28
C5H17NO5 (ωB97M-V with the def2-TZVPD basis set)
C 2.67 1.21 -1.54
N 1.79 0.22 -0.88
C 0.39 0.59 -0.75
C -0.18 0.97 -2.11
O -1.18 1.62 -2.29
C -0.44 -0.54 -0.18
C -0.18 -0.79 1.29
O -0.13 -2.18 1.66
H 3.23 0.69 -2.31
H 2.05 1.95 -2.03
H 3.30 1.63 -0.76
H 1.88 -0.73 -1.17
H 0.29 1.51 -0.16
H 0.34 0.58 -3.01
H -1.51 -0.37 -0.33
H -0.19 -1.43 -0.77
H -0.91 -0.36 1.97
H 0.80 -0.40 1.61
H 0.60 -2.64 1.24
O -3.73 -0.16 0.98
H -4.11 -0.70 0.27
H -3.62 0.69 0.55
O 2.16 2.69 1.83
H 2.14 1.82 1.40
H 2.66 3.17 1.16
O -2.84 -3.20 1.07
H -1.96 -3.11 1.48
H -3.32 -2.73 1.76
```

---

Record 18
28
Properties=species:S:1:pos:R:3 method="wB97M-V/def2-TZVPD" total_charge=-1
C -2.20 -1.78 -0.02
O -2.90 -1.95 -1.27
C -2.43 -0.36 0.52
C -1.52 -0.02 1.75
C -0.49 1.05 1.50
C 0.81 0.71 1.25
O 1.85 1.48 1.09
H -2.58 -2.53 0.68
H -1.12 -1.87 -0.15
H -3.47 -0.17 0.79
H -2.01 0.27 -0.26
H -2.21 0.36 2.52
H -1.11 -0.91 2.24
H -0.85 2.06 1.52
H -3.58 -1.28 -1.30
H 0.96 -0.38 1.13
H 1.61 -0.15 -3.36
H 2.24 -0.26 -2.01
O 1.80 -0.81 -2.69
H 0.71 -2.74 -2.38
H -0.71 -3.06 -1.94
O 0.22 -3.33 -1.79
H 0.95 3.12 2.44
H 1.37 3.75 1.25
O 0.87 4.00 2.04
H 2.53 0.96 -0.26
H 3.81 1.65 -0.98
O 3.09 1.03 -1.11

---

Record 19
33
Properties=species:S:1:pos:R:3 method="wB97M-V/def2-TZVPD" total_charge=+2
Be 0.05 0.31 -0.59
N 1.62 0.04 -1.57
N 2.20 1.08 -2.30
C 1.64 2.32 -2.27
N 2.25 3.26 -2.98
S 0.24 2.62 -1.38
H 2.31 -0.35 -0.92
H 1.39 -0.73 -2.20
H 3.04 0.89 -2.82
H 3.08 3.10 -3.52
H 1.85 4.19 -2.98
N -1.52 0.08 -1.45
C -1.97 -1.32 -1.27
C -1.08 -1.91 -0.19
O -1.49 -2.79 0.57
O 0.07 -1.35 -0.09
H -2.23 0.73 -1.12
H -1.41 0.32 -2.43
H -1.84 -1.89 -2.19
H -3.01 -1.39 -0.99
N -0.75 -2.12 3.02
C -0.20 -0.73 3.15
C -0.80 0.28 2.15
N 0.19 0.83 1.17
H -0.13 -2.79 3.48
H -0.90 -2.45 2.00
H -1.66 -2.20 3.48
H 0.88 -0.80 3.04
H -0.39 -0.40 4.17
H -1.22 1.11 2.70
H -1.62 -0.19 1.61
H 1.11 0.45 1.40
H 0.28 1.83 1.30

---

| no. | DFT total energy (eV) | largest force on an atom (hartree/bohr) |
| --- | --- | --- |
| 1 | -8433.78920 | 0.045 |
| 2 | -10481.41505 | 0.061 |
| 3 | -10482.13026 | 0.015 |
| 4 | -10480.26871 | 0.037 |
| 5 | -10474.80753 | 0.106 |
| 6 | -12528.97517 | 0.067 |
| 7 | -19757.17494 | 0.083 |
| 8 | -12301.78639 | 0.046 |
| 9 | -9929.97377 | 0.038 |
| 10 | -9927.19868 | 0.052 |
| 11 | -11973.58580 | 0.061 |
| 12 | -11961.15988 | 0.170 |
| 13 | -16988.09305 | 0.093 |
| 14 | -11042.38909 | 0.297 |
| 15 | -11037.12505 | 0.059 |
| 16 | -17187.98462 | 0.038 |
| 17 | -17187.18986 | 0.036 |
| 18 | -17746.59628 | 0.033 |
| 19 | -29739.41082 | 0.005 |